(1)
An isolated molecule of C4H8N2OS, computed with ωB97M-V with the def2-TZVPD basis set.

**Highest occupied orbital energy**: -0.3542 hartree
**LUMO**: -0.050 eV
**HOMO-LUMO gap**: 0.3523 hartree
**SMILES string**: CCC[S@H](=O)=NC#N

Each line ends with the Löwdin charge.
Geometry (Å):
S -1.318 -1.114 0.341  0.815
O -1.713 -1.980 -0.765  -0.357
N -3.870 1.517 -0.359  0.111
N -2.213 0.106 0.745  -0.199
C 0.472 -0.826 0.407  -0.288
C 2.201 0.967 -0.195  -0.076
C 0.920 0.165 -0.632  -0.277
C -3.105 0.780 0.078  -0.472
H -1.275 -1.832 1.622  0.108
H 0.291 1.044 -0.879  0.117
H 1.937 1.487 0.667  0.052
H 3.028 0.411 -0.162  0.020
H 2.400 1.781 -0.989  0.113
H 0.409 -0.287 1.397  0.116
H 1.007 -0.398 -1.599  0.126
H 0.830 -1.820 0.324  0.092

---

(2)
A cluster of 2 separate species, C6H7O2S in total, computed with ωB97M-V with the def2-TZVPD basis set.

**Highest occupied orbital energy**: -0.0820 hartree
**Charge**: -1
**LUMO**: 3.327 eV
**HOMO-LUMO gap**: 0.2042 hartree

Each line ends with the Löwdin charge.
Geometry (Å):
S -0.322 -0.721 0.016  0.734
O 3.507 0.846 -0.691  0.043
O 0.181 3.169 0.185  -0.078
C -1.784 0.225 -0.330  -0.585
C -1.685 1.512 0.478  -0.211
C 2.705 0.342 0.042  -0.282
C -0.155 2.003 0.221  -0.631
C 2.821 -0.919 0.740  -0.099
C 0.501 0.839 -0.104  -0.356
H 1.931 -1.559 0.574  0.029
H 2.918 -0.816 1.764  0.061
H -2.502 2.224 0.329  0.097
H 3.585 -1.487 0.346  0.050
H -1.668 1.230 1.500  0.069
H -2.789 -0.278 -0.118  0.082
H -1.695 0.506 -1.418  0.077

---

(3)
A cluster of 2 separate species, C2H8N5 in total, computed with ωB97M-V with the def2-TZVPD basis set.

**Highest occupied orbital energy**: -0.4845 hartree
**Charge**: +1
**LUMO**: -4.047 eV
**HOMO-LUMO gap**: 0.3358 hartree

Each line ends with the Löwdin charge.
Geometry (Å):
N 1.760 -0.713 1.490  0.063
N -2.696 0.942 0.737  0.075
N -0.582 0.383 0.597  0.147
N 0.944 -0.124 -1.903  0.169
N 1.786 -0.836 0.141  -0.030
C 0.898 -0.217 -0.590  -0.140
C -1.631 0.746 -0.038  -0.349
H -1.856 0.807 -1.047  0.111
H 1.715 -0.372 -2.530  0.144
H 0.337 0.232 -2.572  0.094
H 0.946 -0.194 1.734  0.050
H 1.790 -1.567 1.936  0.079
H 2.716 -1.317 -0.239  0.246
H -3.581 1.470 0.458  0.155
H -2.546 0.760 1.828  0.184

---

(4)
A structure of composition C40H55N12O6RbS, computed with ωB97M-V with the def2-TZVPD basis set.

**Highest occupied orbital energy**: -0.0648 hartree
**Charge**: -2
**LUMO**: 3.527 eV
**HOMO-LUMO gap**: 0.1944 hartree

Each line ends with the Löwdin charge.
Geometry (Å):
Rb 0.633 -0.539 -1.507  0.971
S 2.663 -5.279 2.305  0.529
O -0.959 -5.662 -1.887  -0.117
O 0.799 2.619 -1.707  -0.049
O 2.648 0.880 -0.903  -0.234
O 0.806 -3.404 -1.965  -0.209
O 4.115 2.533 -0.425  -0.045
O -1.072 0.060 -3.217  -0.282
N -0.108 -0.178 -5.321  0.018
N 2.645 3.285 3.410  -0.102
N -0.817 -4.304 3.149  0.029
N 1.055 -0.730 -4.821  -0.003
N -3.165 -1.058 1.539  -0.110
N 0.526 2.462 2.787  0.126
N -1.742 0.756 1.272  0.123
N 3.081 -2.700 1.510  -0.015
N 1.346 -1.771 2.752  0.171
N -4.100 0.968 1.868  -0.091
N 0.851 4.618 3.812  -0.110
N 3.233 -4.106 -0.115  -0.098
C -0.136 4.588 4.877  -0.075
C -0.870 2.760 2.549  -0.249
C -1.045 0.189 -4.484  -0.535
C -3.067 1.656 -4.362  -0.031
C 2.152 3.078 -1.701  -0.541
C -4.591 -1.271 1.439  -0.150
C 3.483 -2.837 -0.638  -0.047
C 2.981 -1.427 4.967  -0.070
C 2.963 -4.028 1.209  -0.754
C -1.198 -5.106 -0.597  -0.097
C -3.416 1.646 -7.109  -0.116
C 3.475 -2.010 3.813  -0.004
C -4.120 2.366 -4.931  -0.109
C -1.737 -5.037 -4.011  -0.053
C -2.361 0.947 -6.539  -0.045
C -2.173 0.945 -5.157  -0.131
C -1.714 -4.250 -5.164  -0.132
C 3.066 2.079 -0.928  -0.626
C 1.106 -1.900 -4.308  -0.196
C 0.044 -2.921 -4.166  -0.156
C 3.064 -5.309 -0.922  -0.026
C 3.395 2.340 2.593  -0.030
C 3.191 4.626 3.505  -0.147
C 1.665 -0.999 4.990  -0.064
C 2.146 4.441 -1.037  -0.028
C -2.890 0.309 1.558  -0.361
C -2.298 -1.930 0.775  -0.051
C -5.128 -0.031 2.132  -0.161
C 0.022 -3.681 -2.957  -0.360
C -4.134 2.100 2.770  -0.070
C -4.301 2.363 -6.308  -0.136
C -0.908 -4.767 -2.943  -0.230
C 3.423 -1.953 0.369  -0.020
C 1.262 3.359 3.300  -0.374
C 0.885 -1.193 3.860  -0.125
C 2.040 5.413 4.124  -0.151
C -1.402 2.167 1.236  -0.201
C 2.615 -2.145 2.738  -0.305
C 2.677 3.153 -3.134  -0.012
C -0.822 -3.190 -5.225  -0.067
H -4.801 2.928 -4.299  0.087
H -0.629 2.307 0.481  0.100
H -2.409 -5.886 -3.929  0.100
H 3.733 2.801 1.662  0.063
H -2.910 1.634 -3.290  0.107
H 2.164 5.509 5.208  0.105
H -1.124 -4.727 2.280  -0.022
H -2.378 -4.469 -5.993  0.075
H -0.563 5.583 5.013  0.085
H 2.749 1.500 2.354  0.079
H -4.887 -2.195 1.935  0.119
H -3.908 1.808 3.806  0.091
H -1.660 0.393 -7.150  0.097
H 3.459 5.007 2.512  0.121
H 1.249 -0.508 5.862  0.098
H -3.435 2.871 2.466  0.057
H -2.265 -4.863 -0.480  0.082
H 0.854 1.669 -1.853  -0.033
H 4.493 -2.365 3.736  0.117
H 0.309 4.271 5.833  0.089
H -0.941 3.901 4.630  0.058
H -0.768 -2.565 -6.108  0.099
H -2.507 -1.875 -0.301  0.106
H -0.150 -0.866 3.827  0.108
H -3.551 1.640 -8.185  0.084
H -1.024 3.847 2.493  0.109
H -5.238 -0.204 3.210  0.115
H 3.733 3.438 -3.129  0.087
H 3.544 -0.876 0.365  0.109
H -2.435 -2.955 1.118  0.069
H 1.958 6.414 3.699  0.111
H 1.607 4.377 -0.085  0.079
H 2.102 3.885 -3.707  0.082
H 3.170 4.755 -0.843  0.076
H 2.574 2.179 -3.619  0.090
H -1.487 2.378 3.371  0.087
H 2.793 -6.122 -0.257  0.044
H -0.927 -5.871 0.132  0.080
H 0.097 -4.711 3.331  -0.054
H 3.620 -1.296 5.831  0.101
H -5.138 2.525 2.750  0.084
H 4.088 4.637 4.127  0.114
H -2.262 2.769 0.921  0.102
H 2.102 -2.204 -3.985  0.100
H 3.703 -2.683 -1.681  0.130
H -4.922 -1.315 0.392  0.126
H 2.264 -5.123 -1.635  0.079
H 3.996 -5.550 -1.435  0.086
H -6.091 0.292 1.734  0.114
H -0.639 -3.331 2.928  -0.034
H -0.600 -4.213 -0.427  0.069
H 4.265 1.998 3.153  0.082
H -5.125 2.908 -6.755  0.080
H 1.642 5.173 -1.678  0.079
H -1.273 -1.619 0.948  0.065

---

(5)
A cluster of 2 separate species, C4H13NO3 in total, computed with ωB97M-V with the def2-TZVPD basis set.

**Highest occupied orbital energy (alpha / beta)**: -0.5354 / -0.5311 hartree
**Charge**: +1
**LUMO (alpha / beta)**: -3.367 / -8.076 eV
**HOMO-LUMO gap (alpha / beta)**: 0.4117 / 0.2344 hartree
**Multiplicity**: 2
**⟨S²⟩**: 0.7552

Each line ends with the Löwdin charge.
Geometry (Å):
O 0.297 1.540 -1.586  -0.006
O -2.511 -0.483 -3.089  -0.063
O 2.483 -1.484 1.209  -0.042
N 0.078 -0.802 2.244  0.297
C 1.644 -0.707 0.339  -0.160
C 0.226 -0.491 0.902  -0.299
C -0.226 1.023 0.810  -0.077
C -0.663 1.534 -0.594  -0.242
H 0.405 0.675 -2.007  0.104
H -0.713 -1.381 2.546  0.175
H 2.877 -0.928 1.893  0.098
H -1.807 -0.703 -3.718  0.042
H -1.603 1.030 -0.836  0.122
H -0.866 2.584 -0.366  0.143
H 1.615 -1.313 -0.561  0.136
H -3.126 -1.224 -3.171  0.044
H 2.168 0.214 0.093  0.134
H -1.136 1.138 1.414  0.126
H -0.495 -1.019 0.276  0.172
H 0.850 -0.886 2.913  0.163
H 0.502 1.684 1.290  0.134

---

Calculated relative energy (zero: lowest compared OMol25 entry of this formula, charge and spin), 90.4, 96.4, 92.2, 0.0, 40.7 kcal/mol (same order as the records).
Calculated max |F|, 5.2, 4.8, 5.3, 1.8, 1.8 eV Å⁻¹ (same order as the records).
Calculated energy, -740.017985, -781.390926, -354.409753, -3088.109089, -440.325109 Ha (same order as the records).